Arrangement i

Here is 2 unconnected molecules or ions with the total composition H4O2 from OMol25. Energies are from ωB97M-V with the def2-TZVPD basis set.

Last column: Löwdin charge in e.
Geometry (Å):
O1 0.5408 -1.5381 -0.3888  -0.078
H1 0.6225 -2.5005 -0.2820  0.037
H2 -0.3879 -1.4176 -0.6663  0.045
O2 -0.4873 1.6345 0.1761  -0.130
H3 0.2814 1.2283 0.7105  0.072
H4 -0.5693 2.5934 0.4506  0.054

* HOMO: -11.325 eV
* gap between HOMO and LUMO: 12.28 eV

Arrangement ii

Here is 2 unconnected molecules or ions with the total composition H4O2 from OMol25. Energies are from ωB97M-V with the def2-TZVPD basis set.

Last column: Löwdin charge in e.
Geometry (Å):
O1 1.8524 -0.1891 -0.0488  -0.079
H1 1.8041 0.6619 0.4272  0.040
H2 0.9962 -0.2470 -0.4835  -0.008
O2 -1.1618 -0.1236 -0.0578  -0.078
H3 -1.7443 -0.7673 0.3908  0.054
H4 -1.7466 0.6651 -0.2279  0.071

* HOMO: -10.925 eV
* gap between HOMO and LUMO: 11.52 eV

Q: What are the energies relative to the best structure? A: arrangement i 3.3; arrangement ii 0.0, in kcal/mol.

Arrangement i

Here is 2 unconnected molecules or ions with the total composition H4O2 from OMol25. Energies are from ωB97M-V with the def2-TZVPD basis set.

Last column: Löwdin charge in e.
Geometry (Å):
O1 -1.6808 -0.0238 0.0690  -0.104
H1 -1.2576 -0.8926 -0.2395  0.068
H2 -1.0314 0.5627 -0.3330  -0.004
O2 1.0635 -0.1032 -0.0781  -0.077
H3 1.8106 -0.4104 0.4535  0.047
H4 1.0958 0.8673 0.1282  0.070

* HOMO: -10.901 eV
* gap between HOMO and LUMO: 11.51 eV

Arrangement ii

Here is 2 unconnected molecules or ions with the total composition H4O2 from OMol25. Energies are from ωB97M-V with the def2-TZVPD basis set.

Last column: Löwdin charge in e.
Geometry (Å):
O1 0.2340 -1.5249 -0.5302  -0.075
H1 -0.2146 -1.7950 -1.3439  0.036
H2 0.1213 -0.5776 -0.3828  -0.016
O2 -0.3942 1.1097 0.7039  -0.075
H3 0.0558 1.6594 0.0445  0.048
H4 0.1977 1.1283 1.5085  0.083

* HOMO: -11.037 eV
* gap between HOMO and LUMO: 11.75 eV

Arrangement iii

Here is 2 unconnected molecules or ions with the total composition H4O2 from OMol25. Energies are from ωB97M-V with the def2-TZVPD basis set.

Last column: Löwdin charge in e.
Geometry (Å):
O1 -0.2482 -0.6626 1.0320  -0.038
H1 -0.4823 -1.5346 1.3500  0.043
H2 -0.7091 -0.0619 1.6176  0.045
O2 0.1898 0.8076 -1.5890  -0.060
H3 1.0231 1.2760 -1.5392  0.027
H4 0.2267 0.1754 -0.8713  -0.016

* HOMO: -11.008 eV
* gap between HOMO and LUMO: 11.73 eV

Q: What are the energies relative to the best structure? A: arrangement i 7.4; arrangement ii 2.2; arrangement iii 0.0, in kcal/mol.

Arrangement i

Here is 2 unconnected molecules or ions with the total composition H4O2 from OMol25. Energies are from ωB97M-V with the def2-TZVPD basis set.

Last column: Löwdin charge in e.
Geometry (Å):
O1 -2.0327 -0.0365 -0.1263  -0.105
H1 -2.7097 -0.0132 0.6173  0.065
H2 -1.2077 0.3346 0.2831  0.037
O2 2.0905 -0.0075 -0.0849  -0.080
H3 1.8272 -0.7464 0.4866  0.035
H4 1.6280 0.7770 0.3020  0.047

* HOMO: -11.672 eV
* gap between HOMO and LUMO: 12.12 eV

Arrangement ii

Here is 2 unconnected molecules or ions with the total composition H4O2 from OMol25. Energies are from ωB97M-V with the def2-TZVPD basis set.

Last column: Löwdin charge in e.
Geometry (Å):
O1 0.9774 -1.4598 0.9191  -0.093
H1 1.3098 -0.5500 1.1179  0.046
H2 0.1052 -1.1398 0.6017  0.018
O2 -0.4847 0.9466 -0.6361  -0.064
H3 -0.4758 1.5517 -1.3706  0.026
H4 -1.4319 0.6513 -0.6320  0.067

* HOMO: -11.107 eV
* gap between HOMO and LUMO: 11.68 eV

Q: What are the energies relative to the best structure? A: arrangement i 1.9; arrangement ii 0.0, in kcal/mol.

Arrangement i

Here is C3H6N4 in the gas phase from OMol25. Energies are from ωB97M-V with the def2-TZVPD basis set.

Last column: Löwdin charge in e.
Geometry (Å):
C1 2.8042 -0.2848 -0.2198  0.151
C2 1.5916 -0.3551 0.0500  -0.080
C3 0.2383 -0.1558 0.2371  -0.511
N1 -0.4716 -1.1936 -0.0977  0.023
N2 -1.8669 -1.1531 -0.0862  -0.020
N3 -0.3156 1.0076 0.6420  -0.088
N4 -0.9026 1.7842 -0.4380  -0.012
H1 3.8290 -0.1334 -0.2414  0.004
H2 -2.3624 -0.6380 0.7220  0.115
H3 -2.4121 -1.9865 -0.3196  0.077
H4 0.4584 1.5417 1.0776  0.128
H5 -1.9524 1.5180 -0.4134  0.086
H6 -0.4679 1.3563 -1.3697  0.129

* HOMO: -8.349 eV
* gap between HOMO and LUMO: 9.11 eV

Arrangement ii

Here is 2 unconnected molecules or ions with the total composition C3H6N4 from OMol25. Energies are from ωB97M-V with the def2-TZVPD basis set.

Last column: Löwdin charge in e.
Geometry (Å):
C1 -0.3823 0.8902 0.6715  -0.014
C2 0.4024 1.0062 -2.4582  0.159
C3 0.4916 -1.4689 0.4967  -0.017
N1 -0.7812 -0.5012 2.3402  0.053
N2 -1.1480 1.5519 1.5501  -0.003
N3 -1.3733 0.6384 2.4801  -0.086
N4 -0.2219 -0.3526 1.1302  -0.226
H1 0.4443 0.4601 -1.5656  -0.088
H2 -0.4966 1.4988 -2.7827  0.007
H3 1.1470 1.4782 -2.8951  -0.062
H4 1.5101 -1.5649 1.0198  0.119
H5 -0.0963 -2.3768 0.6144  0.082
H6 0.5041 -1.2595 -0.6015  0.076

* HOMO (spin up / spin down): -9.647 / -10.560 eV
* gap between HOMO and LUMO (spin up / spin down): 7.25 / 10.01 eV

Arrangement iii

Here is 2 unconnected molecules or ions with the total composition C3H6N4 from OMol25. Energies are from ωB97M-V with the def2-TZVPD basis set.

Last column: Löwdin charge in e.
Geometry (Å):
C1 -0.1989 -0.4575 1.1899  -0.339
C2 0.9912 -1.2664 1.3095  -0.081
C3 -1.0374 -0.7019 -0.0494  -0.104
N1 1.1288 0.2810 -1.7538  0.199
N2 0.6074 1.2485 -1.5552  -0.334
N3 -0.1132 2.1253 -1.2371  0.097
N4 1.1702 -0.1239 0.8508  0.102
H1 -0.6612 -0.1701 2.1327  0.117
H2 1.6949 -1.9611 1.5057  0.077
H3 -0.3872 -1.1021 -0.8543  0.059
H4 -1.3113 0.2276 -0.4146  0.002
H5 -2.0267 -1.2343 0.0970  0.096
H6 0.1434 3.1349 -1.2211  0.107

* HOMO: -9.637 eV
* gap between HOMO and LUMO: 10.93 eV

Arrangement iv

Here is 2 unconnected molecules or ions with the total composition C3H6N4 from OMol25. Energies are from ωB97M-V with the def2-TZVPD basis set.

Last column: Löwdin charge in e.
Geometry (Å):
C1 -1.9577 1.1180 0.4494  0.098
C2 2.6038 -1.0363 -0.0039  -0.017
C3 -1.3114 0.1374 -1.8321  0.138
N1 -0.1306 0.0825 -1.5860  0.019
N2 0.4056 0.8968 0.3517  0.058
N3 1.6255 -0.9100 -0.7807  0.020
N4 0.7000 -0.0137 -0.6105  -0.341
H1 -2.7210 0.5084 0.9303  -0.079
H2 -1.4043 1.4601 1.2760  -0.115
H3 3.4349 -1.5676 -0.3137  0.041
H4 2.5420 -0.6085 1.0279  0.074
H5 -2.0653 0.4233 -2.5311  0.061
H6 1.1807 0.8317 1.0595  0.042

* HOMO (spin up / spin down): -7.318 / -7.537 eV
* gap between HOMO and LUMO (spin up / spin down): 6.83 / 7.28 eV

Q: What are the energies relative to the best structure? A: arrangement i 0.0; arrangement ii 52.1; arrangement iii 4.2; arrangement iv 160.9, in kcal/mol.